ORCA calculation (ωB97M-V/def2-TZVPD) on C31H44F25N13O23S11 as an isolated structure in a non-equilibrium geometry.

Last column: Mulliken charge in e.
Geometry (Å):
C1 -2.4020 6.0906 1.8507  -1.509
C2 -2.3261 5.0401 0.7399  0.872
N1 -1.8765 5.8696 -0.5256  0.667
C3 -2.5276 6.9592 -1.0105  -0.165
C4 -1.8850 7.4547 -2.0622  -1.099
N2 -0.6880 6.7161 -2.1949  0.278
C5 -0.7603 5.7176 -1.2337  -0.242
C6 0.4121 6.8237 -3.1507  -0.723
H1 -1.3969 6.4963 2.0544  0.370
H2 -2.7409 5.4647 2.6643  0.461
H3 -3.1250 6.8827 1.8397  0.361
H4 -3.2690 4.5183 0.4961  0.215
H5 -1.4848 4.2854 0.9097  -0.583
H6 -3.4137 7.2935 -0.5701  0.543
H7 -2.0713 8.2347 -2.7779  0.491
H8 0.0023 4.9763 -1.1289  0.354
H9 0.5980 7.8951 -3.2495  0.402
H10 0.1172 6.4778 -4.1850  0.264
H11 1.2921 6.3074 -2.7199  0.167
C7 -0.0403 -5.4725 -0.1780  -0.751
C8 0.1389 -5.6621 -1.7218  -0.210
N3 -0.3649 -4.5026 -2.4573  0.706
C9 -0.1133 -4.3258 -3.7910  -0.471
C10 -1.0781 -3.4362 -4.2147  -0.964
N4 -1.8009 -3.0461 -3.1796  0.695
C11 -1.3550 -3.6521 -2.0685  -0.341
C12 -2.7958 -1.9073 -3.1545  -1.001
H12 0.2904 -4.5435 0.2847  0.063
H13 0.6152 -6.1930 0.4201  0.339
H14 -1.0291 -5.6087 0.1750  0.223
H15 -0.4836 -6.5020 -2.1478  0.272
H16 1.2309 -5.8231 -2.0774  0.204
H17 0.6209 -4.9086 -4.3120  0.639
H18 -1.3453 -3.1935 -5.3098  0.400
H19 -1.6100 -3.4838 -1.0415  0.291
H20 -2.5853 -1.3282 -4.0364  0.604
H21 -2.8205 -1.4036 -2.2120  0.169
H22 -3.8146 -2.4033 -3.3298  0.237
C13 -3.1980 1.4593 2.2903  -0.958
C14 -3.2069 0.1086 1.5322  -0.773
N5 -1.8705 -0.2545 1.1437  1.328
C15 -1.0096 -1.0282 1.8656  -1.201
C16 0.0852 -1.2225 1.1278  -1.074
N6 -0.1635 -0.6866 -0.0835  1.660
C17 -1.3332 -0.0492 -0.0817  -1.400
C18 0.6827 -0.7791 -1.3043  -0.484
H23 -2.4988 1.2754 3.1205  0.315
H24 -4.2450 1.5526 2.5833  0.478
H25 -2.9210 2.2209 1.6190  0.003
H26 -3.7983 0.0846 0.6372  0.426
H27 -3.5173 -0.6598 2.2342  0.371
H28 -1.2081 -1.3299 2.9096  0.773
H29 0.9874 -1.8016 1.3461  0.825
H30 -1.8107 0.4591 -0.9223  0.572
H31 0.9102 -1.8313 -1.4941  0.027
H32 1.5933 -0.1873 -1.2039  -0.089
H33 0.0048 -0.5359 -2.0989  0.236
C19 4.6376 0.6455 4.3512  -1.623
C20 3.7128 0.1520 3.2436  0.951
N7 4.5993 -0.3523 2.1434  0.410
C21 5.1993 -1.5676 2.0712  -0.472
C22 5.7471 -1.6458 0.8602  -0.573
N8 5.4574 -0.4427 0.1679  0.441
C23 4.6680 0.2685 0.9671  -0.655
C24 5.9803 -0.0461 -1.1525  -0.967
H34 5.3335 1.3857 3.9667  0.366
H35 5.1309 -0.2272 4.7096  0.466
H36 4.1030 1.1402 5.1223  0.448
H37 3.1556 0.9836 2.8211  -0.347
H38 2.9881 -0.6322 3.5569  -0.139
H39 5.1563 -2.1852 2.9293  0.580
H40 6.3245 -2.5542 0.4171  0.327
H41 4.2547 1.2170 0.8379  0.703
H42 5.1676 -0.2159 -1.9119  0.286
H43 6.8600 -0.5765 -1.3670  0.435
H44 6.2704 1.0076 -1.1359  0.318
N9 -0.1741 2.5785 -2.8459  0.085
S1 -1.6303 2.7795 -2.6435  0.750
O1 -2.3175 3.6808 -3.4930  -0.707
O2 -1.7791 2.9240 -1.2363  -0.509
F1 -2.2321 1.2300 -2.9867  -0.203
S2 0.5417 2.4733 -4.2458  0.929
O3 1.1892 3.6327 -4.6042  -0.585
O4 -0.2201 1.8392 -5.2101  -0.669
F2 1.6043 1.4135 -3.7806  -0.143
N10 4.7417 -4.0183 -4.1573  -0.547
S3 3.6923 -4.9905 -4.9017  1.110
O5 2.7934 -4.2445 -5.7635  -0.616
O6 3.2297 -6.0032 -4.0806  -0.523
F3 4.6538 -5.4843 -6.0403  -0.250
S4 4.2994 -3.5687 -2.7601  1.008
O7 2.9212 -3.5850 -2.4747  -0.182
O8 5.2393 -2.5231 -2.2845  -0.617
F4 4.7440 -4.7733 -1.7255  -0.370
C25 -6.2654 7.8213 2.7048  0.607
F5 -6.3586 9.1616 2.7403  -0.234
F6 -5.3174 7.5324 3.6810  -0.253
F7 -7.4324 7.2964 3.2169  -0.255
S5 -5.9942 7.0681 1.0753  1.140
O9 -5.5220 5.7283 1.2864  -0.607
O10 -7.2691 7.2003 0.3556  -0.676
O11 -4.9629 8.0273 0.6256  -0.767
C26 4.5085 5.0658 -1.8732  0.555
F8 5.6485 4.7052 -2.5344  -0.226
F9 4.5841 6.2940 -1.5620  -0.213
F10 3.4674 4.8586 -2.6938  -0.143
S6 4.3902 3.9967 -0.3825  1.208
O12 4.1037 2.6761 -0.8834  -0.584
O13 5.5231 4.2175 0.4510  -0.746
N11 3.0764 4.6288 0.1977  -0.584
S7 2.4096 4.0337 1.5111  0.992
O14 3.3286 3.1583 2.2467  -0.582
O15 1.5659 4.9453 2.1994  -0.685
C27 1.2555 2.8371 0.7658  -0.006
F11 0.5745 3.4187 -0.2345  0.145
F12 1.9617 1.8005 0.2620  0.031
F13 0.3070 2.3593 1.6379  -0.161
C28 -6.2920 -6.5518 -1.9941  0.601
F14 -6.6703 -7.3519 -2.9449  -0.196
F15 -7.3611 -5.7991 -1.6060  -0.222
F16 -5.7932 -7.1870 -0.9285  -0.223
S8 -4.9144 -5.3771 -2.4968  1.093
O16 -4.0742 -6.0258 -3.4758  -0.672
O17 -5.6551 -4.1628 -2.8848  -0.661
N12 -3.9672 -5.1402 -1.2374  -0.167
S9 -4.1365 -4.1771 -0.0538  0.748
O18 -2.9296 -3.4985 0.3908  -0.560
O19 -5.2930 -3.2929 -0.0537  -0.716
C29 -4.3867 -5.3725 1.3890  0.657
F17 -5.6910 -5.6887 1.5392  -0.244
F18 -3.8121 -6.5668 1.1172  -0.261
F19 -3.8581 -4.9042 2.5587  -0.216
C30 2.7018 -5.6754 3.5688  0.389
F20 2.3204 -6.5225 2.5567  -0.231
F21 2.1798 -6.3109 4.6652  -0.236
F22 4.0023 -5.5590 3.6010  -0.170
S10 1.7620 -4.1562 3.2779  1.087
O20 2.5285 -3.2983 2.2922  -0.465
O21 0.4907 -4.6577 2.9018  -0.657
N13 1.9537 -3.4209 4.6562  -0.437
S11 0.6062 -3.1537 5.4500  1.048
O22 -0.3724 -2.4250 4.6760  -0.642
O23 0.2131 -4.2528 6.3076  -0.653
C31 1.2409 -1.9498 6.7151  0.518
F23 0.0930 -1.4785 7.2744  -0.251
F24 1.8542 -2.4950 7.7239  -0.238
F25 2.0377 -0.9965 6.2419  -0.157

Calculated values
Gap between HOMO and LUMO = 9.202 eV
LUMO level = 3.215 eV
2S+1 = 1
DFT total energy = -286449.2152 eV
Total charge = -2